(1)
18 unconnected molecules or ions with the total composition C26H65FN18O41S, computed with wB97M-V/def2-TZVPD.

multiplicity	1
orbital gap	8.5801	eV
electronic energy	-5596.2253	a.u.

Last column: Mulliken charge in e.
Positions of all 152 atoms, in Å:
C  5.521  -0.100  0.033  -0.422
C  5.254  0.519  -1.470  0.529
O  4.360  -0.052  -2.325  -0.504
O  5.974  1.707  -1.952  -0.339
C  5.495  2.940  -1.261  -0.442
C  3.937  3.326  -1.606  -0.366
C  3.120  4.009  -0.324  -0.701
C  2.702  2.937  0.840  0.430
C  1.093  2.743  1.075  -0.196
O  0.265  3.919  0.766  -0.422
S  -1.404  3.588  0.972  0.732
O  -2.150  4.878  0.469  -0.619
O  -1.926  2.268  0.017  -0.009
C  -2.825  2.725  -1.074  0.399
O  -2.212  3.182  -2.187  -0.496
N  -4.362  2.632  -0.973  -0.031
C  -4.770  1.162  -0.821  0.521
O  -5.514  0.497  -1.715  -0.483
F  -4.309  0.380  0.372  -0.201
H  4.993  0.567  0.838  -0.075
H  6.699  -0.068  0.218  0.276
H  5.160  -1.220  0.019  0.283
H  6.162  3.820  -1.701  0.297
H  5.735  2.890  -0.116  0.254
H  3.957  4.152  -2.445  0.360
H  3.275  2.424  -1.959  0.184
H  2.236  4.617  -0.792  0.286
H  3.863  4.805  0.166  0.281
H  3.198  3.225  1.866  0.190
H  3.117  1.878  0.483  -0.314
H  0.950  2.537  2.241  0.140
H  0.639  1.777  0.544  0.236
H  -4.762  3.018  -1.872  0.271
C  -3.022  -1.803  -1.309  -0.665
N  -1.636  -2.202  -0.944  0.863
O  -0.760  -1.333  -1.016  -0.397
O  -1.467  -3.376  -0.596  -0.502
H  -3.023  -0.749  -1.594  0.035
H  -3.335  -2.430  -2.147  0.321
H  -3.653  -1.967  -0.433  0.343
C  -3.309  1.085  4.728  -0.828
N  -1.953  1.497  4.275  0.792
O  -1.142  0.598  4.026  -0.402
O  -1.741  2.712  4.181  -0.445
H  -3.353  -0.006  4.764  0.325
H  -3.468  1.511  5.721  0.306
H  -4.030  1.476  4.008  0.280
C  -7.242  -1.295  -0.234  -0.420
N  -7.181  -2.537  0.584  0.877
O  -8.124  -2.755  1.353  -0.519
O  -6.187  -3.257  0.431  -0.527
H  -8.165  -0.762  0.002  0.331
H  -6.371  -0.689  0.022  -0.082
H  -7.226  -1.592  -1.284  0.302
C  -4.145  6.134  -4.050  -0.731
N  -5.558  5.722  -3.833  0.826
O  -6.432  6.577  -4.019  -0.495
O  -5.750  4.552  -3.482  -0.496
H  -4.126  7.183  -4.354  0.324
H  -3.613  5.996  -3.107  0.257
H  -3.733  5.497  -4.836  0.295
C  -9.845  -4.533  3.150  -0.728
N  -11.258  -4.945  3.367  0.876
O  -12.132  -4.090  3.181  -0.509
O  -11.450  -6.115  3.718  -0.519
H  -9.826  -3.484  2.846  0.327
H  -9.313  -4.671  4.093  0.288
H  -9.433  -5.170  2.364  0.284
C  5.084  -0.404  4.764  -0.784
N  4.363  -0.104  3.497  0.779
O  3.600  0.869  3.497  -0.395
O  4.584  -0.853  2.539  -0.386
H  4.795  0.332  5.517  0.187
H  4.795  -1.410  5.076  0.321
H  6.154  -0.344  4.556  0.312
C  7.602  -2.221  -3.104  -0.607
N  8.665  -2.238  -2.063  0.853
O  9.743  -1.702  -2.345  -0.556
O  8.387  -2.789  -0.991  -0.438
H  7.983  -1.707  -3.989  0.325
H  7.353  -3.258  -3.337  0.315
H  6.743  -1.690  -2.689  0.073
C  2.060  3.472  5.718  -0.640
N  3.446  3.073  6.083  0.939
O  4.322  3.943  6.012  -0.536
O  3.615  1.899  6.432  -0.568
H  2.058  4.526  5.434  0.311
H  1.747  2.846  4.880  0.164
H  1.428  3.308  6.594  0.289
C  11.202  -3.344  -0.391  -0.804
N  12.265  -3.361  0.651  0.933
O  13.343  -2.825  0.368  -0.552
O  11.987  -3.912  1.722  -0.560
H  11.583  -2.830  -1.276  0.323
H  10.953  -4.381  -0.624  0.239
H  10.343  -2.812  0.024  0.445
C  1.982  -2.525  -2.810  -0.587
N  2.858  -3.684  -3.131  0.895
O  2.303  -4.756  -3.400  -0.547
O  4.078  -3.485  -3.105  -0.502
H  0.939  -2.843  -2.871  0.319
H  2.227  -2.198  -1.797  0.167
H  2.189  -1.742  -3.542  0.238
C  15.136  -5.537  -1.446  -0.644
N  14.073  -6.139  -2.295  0.808
O  14.418  -7.011  -3.101  -0.512
O  12.922  -5.719  -2.129  -0.500
H  16.093  -5.998  -1.697  0.310
H  15.158  -4.465  -1.655  0.261
H  14.876  -5.733  -0.403  0.262
C  8.678  -5.501  1.431  -0.652
N  7.290  -4.994  1.252  0.939
O  6.913  -4.097  2.015  -0.512
O  6.619  -5.511  0.352  -0.527
H  9.149  -4.960  2.254  0.289
H  8.612  -6.567  1.658  0.347
H  9.215  -5.326  0.497  0.127
C  -0.027  -2.262  2.427  -0.608
N  1.329  -1.850  1.974  0.794
O  2.140  -2.749  1.725  -0.497
O  1.540  -0.635  1.880  -0.274
H  -0.071  -3.353  2.463  0.307
H  -0.186  -1.836  3.420  0.236
H  -0.749  -1.871  1.707  0.060
C  -8.209  3.363  -5.755  -0.385
N  -7.350  3.231  -6.963  0.891
O  -6.816  4.260  -7.393  -0.528
O  -7.238  2.098  -7.446  -0.544
H  -8.217  4.409  -5.440  0.038
H  -9.214  3.035  -6.027  0.288
H  -7.781  2.729  -4.976  0.245
C  -10.152  6.951  -4.548  -0.712
N  -11.016  5.753  -4.726  0.849
O  -10.679  4.936  -5.592  -0.511
O  -12.007  5.666  -3.992  -0.514
H  -9.321  6.896  -5.256  0.280
H  -10.766  7.832  -4.742  0.303
H  -9.783  6.942  -3.520  0.290
C  -12.109  -8.472  1.371  -0.551
N  -11.250  -8.604  0.163  0.835
O  -10.716  -7.575  -0.267  -0.506
O  -11.138  -9.737  -0.320  -0.513
H  -12.117  -7.426  1.686  0.182
H  -13.114  -8.800  1.098  0.279
H  -11.681  -9.106  2.150  0.268
C  -3.280  7.783  2.451  -0.643
N  -2.217  7.766  3.493  0.863
O  -1.139  8.302  3.210  -0.508
O  -2.495  7.215  4.564  -0.509
H  -2.899  8.297  1.566  0.284
H  -3.529  6.746  2.218  0.210
H  -4.139  8.315  2.866  0.307


(2)
A single CH2ClN2OP molecule, computed with wB97M-V/def2-TZVPD.

multiplicity	1
orbital gap (spin up / spin down)	7.4083 / 7.4078	eV
electronic energy	-1025.4814	a.u.
relative energy (zero: lowest compared OMol25 entry of this formula, charge and spin)	67.8	kcal/mol

Last column: natural (NBO) charge in e.
Positions of all 8 atoms, in Å:
C  -0.378  -0.892  -0.744  0.056
N  -0.846  -0.367  0.544  0.010
N  -0.038  0.302  1.135  -0.474
O  0.813  -0.645  -1.107  -0.729
P  1.299  1.116  1.419  0.993
Cl  1.108  2.920  0.634  -0.231
H  -0.785  -1.971  -0.457  0.176
H  -1.173  -0.463  -1.424  0.199


(3)
A molecular structure, C22H12BiBr3Cl5N3, computed with wB97M-V/def2-TZVPD.

multiplicity	1
orbital gap	5.6411	eV
electronic energy	-11246.2970	a.u.
total charge	+2
relative energy (zero: lowest compared OMol25 entry of this formula, charge and spin)	399.6	kcal/mol

Last column: natural (NBO) charge in e.
Positions of all 46 atoms, in Å:
Bi  -0.451  -1.287  4.091  1.730
Br  -3.019  3.515  0.403  0.219
C  -2.507  1.956  1.281  0.001
C  -3.479  1.042  1.699  -0.257
C  -3.070  -0.065  2.396  0.082
N  -1.759  -0.282  2.610  -0.602
C  -0.797  0.530  2.111  0.259
C  -1.156  1.712  1.496  -0.262
C  1.074  -1.293  1.856  0.288
C  2.128  -1.470  0.980  -0.286
C  2.383  -2.758  0.536  -0.011
Br  3.816  -3.061  -0.619  0.213
C  1.592  -3.834  0.948  -0.249
C  0.644  -3.613  1.912  0.079
N  0.453  -2.366  2.387  -0.600
H  -4.529  1.224  1.524  0.274
H  -3.766  -0.775  2.821  0.242
H  -0.413  2.428  1.186  0.275
H  2.746  -0.636  0.682  0.278
H  1.768  -4.832  0.575  0.275
H  0.075  -4.414  2.362  0.244
C  0.020  1.211  -5.252  -0.623
C  -0.175  0.610  -3.869  -0.185
C  -1.549  0.214  -3.547  -0.080
C  -2.150  -0.516  -2.586  -0.334
C  -1.643  -1.221  -1.406  0.214
Br  -3.014  -2.359  -0.613  0.074
N  -0.562  -1.282  -0.755  -0.526
C  0.955  0.475  -3.166  -0.159
H  -0.730  0.849  -5.952  0.232
H  1.004  0.969  -5.648  0.252
H  -0.061  2.297  -5.190  0.243
H  -2.247  0.551  -4.308  0.240
H  -3.211  -0.675  -2.710  0.255
H  1.459  -1.268  -1.762  0.083
Cl  2.194  0.441  4.518  0.040
C  1.672  0.918  2.902  0.012
C  0.573  -0.005  2.500  -0.425
C  0.907  0.817  -0.258  -0.599
Cl  0.704  -0.102  -1.495  1.083
C  1.587  2.077  -0.220  -0.093
Cl  1.458  3.146  -1.583  0.077
C  2.197  2.541  0.912  -0.120
Cl  2.841  4.133  0.846  0.113
C  2.360  1.891  2.259  -0.083
Cl  3.677  2.564  3.146  0.117